The following is a quantum chemistry calculation of a cluster of 2 separate species, C9H11BrN3S in total at a distorted geometry, from OMol25.

Summary:
HOMO-LUMO gap = 7.912 eV
E_tot = -3485.60401 Eh

```
! wB97M-V def2-TZVPD RIJCOSX def2/J DEFGRID3
* xyz 1 1
H 3.761 2.702 0.247
S -1.745 -3.824 -0.935
C 0.466 1.688 -0.072
C -1.788 -2.317 0.026
H 0.688 0.805 -3.599
H 1.529 3.218 -1.107
N -3.954 -2.063 1.245
C -2.736 -2.294 0.940
H 0.029 -1.232 -0.894
H -0.413 1.860 -0.762
Br -0.082 -0.272 -3.698
H -4.700 -1.795 0.561
C 2.856 0.927 1.057
H 3.778 0.529 1.551
H -4.342 -2.621 2.070
C 2.807 2.067 0.254
N -0.648 -0.288 0.787
H 1.745 -0.586 2.056
H -0.890 -3.418 -1.705
H -1.085 0.638 2.254
C 1.738 0.176 1.241
C -0.821 -1.360 -0.135
C 0.550 0.526 0.617
N -1.524 -0.112 1.694
C 1.595 2.495 -0.279
*
```

The following is a quantum chemistry calculation of a structure of composition C33H24F5NO2PRuSe, from OMol25.

Summary:
HOMO-LUMO gap (alpha / beta) = 7.580 / 6.883 eV
E_tot = -4814.10938 Eh

```
! wB97M-V def2-TZVPD RIJCOSX def2/J DEFGRID3
* xyz 0 6
C 1.662 -4.705 -0.489
C -2.171 2.841 -1.878
H 2.610 -6.119 0.793
C 3.839 0.060 -2.704
C 0.671 -3.025 -1.934
C -3.481 -2.746 -0.064
C 2.075 0.159 -1.057
H -0.098 -2.217 3.242
C 0.792 2.336 -0.684
N -3.099 -0.467 0.731
H 0.279 0.212 4.951
H 4.617 -0.501 -3.205
F -0.457 2.127 -4.959
H 2.383 3.111 -2.685
H 3.244 -4.411 2.483
C -3.902 -1.536 0.766
H -0.906 -1.450 1.890
H 3.292 -1.570 -1.437
C -1.648 2.082 -2.916
C 0.588 -0.221 2.880
H 3.550 2.287 3.134
H -4.712 1.504 2.902
H 0.497 3.189 -1.294
C 1.820 1.501 -1.399
F -0.228 4.801 -4.886
C 2.696 -4.125 1.595
C 3.578 1.374 -3.060
C -0.497 -1.266 2.880
Se -1.761 0.183 -2.988
C 1.930 1.331 4.175
C -2.059 4.217 -1.832
H -5.647 -2.473 1.520
H -0.108 1.760 -0.449
C 3.090 -0.542 -1.706
C -0.869 4.159 -3.901
C -1.402 4.883 -2.850
H 3.055 1.174 0.999
F -2.788 2.234 -0.842
H -6.238 -0.475 2.951
C -4.510 0.625 2.304
C 2.344 -5.081 0.644
C -5.043 -1.577 1.547
P 0.999 -0.691 0.139
H 2.591 -2.068 2.164
C 2.719 1.596 3.066
C -0.998 2.782 -3.927
C 2.583 2.082 -2.406
H -2.711 1.430 1.434
Ru -1.366 -0.764 -0.722
H 0.449 -2.007 -2.226
H 2.134 1.820 5.120
C -5.353 -0.476 2.328
C 1.299 -3.354 -0.729
H -1.319 -0.977 3.536
C 0.883 0.430 4.077
C 1.626 -2.393 0.282
F -2.569 4.905 -0.803
F -1.282 6.213 -2.818
O -2.339 -2.607 -0.656
H 1.186 2.716 0.262
C -3.393 0.591 1.491
H 0.398 -3.804 -2.633
C 2.328 -2.796 1.408
O -4.205 -3.718 -0.088
C 1.371 0.075 1.751
H 1.396 -5.446 -1.234
H 4.148 1.850 -3.847
C 2.438 0.969 1.864
*
```

The following is a quantum chemistry calculation of a structure of composition C41H66O32 at a distorted geometry, from OMol25.

Summary:
HOMO-LUMO gap = 7.086 eV
E_tot = -4008.11984 Eh

```
! wB97M-V def2-TZVPD RIJCOSX def2/J DEFGRID3
* xyz 0 1
O 0.333 -2.913 -1.706
O 3.121 -3.605 1.372
H 0.306 5.102 -0.744
O -0.178 0.649 4.420
H 3.296 1.102 2.217
H -2.943 1.608 -4.076
O 1.248 0.067 2.975
H -1.160 0.944 2.220
H -4.090 1.341 2.850
H -3.851 0.442 0.503
H 2.725 -1.915 3.954
C -1.876 1.377 2.918
O -1.287 -1.199 -5.141
H -2.288 -0.998 1.218
C -1.926 4.094 -0.072
H -2.392 4.051 -1.057
C -2.814 -2.608 -2.351
O 3.167 3.458 -1.069
H 0.798 2.428 4.536
H -3.456 -2.015 -1.699
H 3.281 0.910 -2.561
H 4.061 1.476 3.561
O 1.161 -3.414 0.347
C 0.039 -0.090 3.373
O 2.185 -0.399 0.170
H 5.476 -2.358 1.415
H 4.985 1.377 -2.522
H -2.687 1.676 0.111
C -5.276 -2.771 -1.032
C 3.835 2.186 -0.864
C -2.014 -0.681 -0.302
H -4.608 0.449 -2.232
O -5.917 4.552 -3.135
H 2.319 1.930 0.695
C -1.770 -1.688 -2.933
H 5.160 -1.064 -2.638
O -1.403 -1.776 0.344
H -2.549 -3.980 0.906
O -4.623 3.091 -1.861
C -5.013 3.713 -3.049
H -5.115 -1.210 1.665
H 2.475 -0.139 4.516
H 0.662 -0.395 -1.227
H 2.134 -3.138 -2.782
C 2.990 -1.855 2.898
H 6.196 -0.693 -1.331
C 2.089 0.682 3.912
H 2.160 0.815 -0.629
H -3.694 -1.160 0.723
H 0.576 -2.421 0.043
C -4.564 -3.260 1.004
C -3.457 2.373 -2.126
H -2.806 -2.777 2.325
H -2.254 3.082 -3.715
O -2.210 0.881 -5.264
H -2.583 2.787 -1.624
O 3.592 2.838 -3.150
C 3.182 3.875 -2.351
C -0.015 -1.612 0.472
H 0.859 3.680 -1.794
O 2.773 4.985 -2.655
H 1.639 0.433 1.252
H 2.154 -3.203 -0.964
H -1.398 -3.100 -4.713
O 3.573 -2.213 -0.344
C -4.617 -1.726 0.844
H 2.711 2.568 3.038
H -3.468 -4.380 2.397
O -3.207 -0.578 -0.584
O -1.150 0.208 -0.574
H 5.585 -2.470 -0.129
C -3.182 -3.590 1.703
H -0.993 -1.334 -2.256
O -5.695 -2.926 -2.223
O 4.219 -0.182 -0.992
H 3.456 0.590 0.603
H -4.375 2.062 0.481
C -2.176 3.656 3.001
H -1.949 0.494 3.552
C 1.733 -2.733 -1.853
H -2.582 -3.529 -1.816
H -3.864 0.850 -0.677
C -3.745 0.917 -1.758
H 3.500 -3.733 3.358
O -0.820 -0.870 2.877
O -1.390 2.632 3.482
C 3.967 1.735 -2.370
H 5.580 -4.108 2.066
O -3.192 3.124 2.419
H 1.870 -1.651 -1.840
O -4.641 -3.631 -0.346
C 1.928 -3.057 1.245
H -5.439 -3.436 1.630
C 4.855 -2.365 -0.932
O -2.343 -0.531 -3.449
O -2.035 4.900 3.148
O 1.666 3.709 0.134
H 3.352 -0.835 2.772
C -1.007 -2.207 -4.227
C 3.754 -3.118 2.495
H 5.903 -3.748 -2.222
H 4.431 -4.413 -1.599
C 3.041 1.539 3.182
H 1.197 1.370 5.825
H -2.905 0.258 -1.980
C 0.765 0.772 0.696
H -3.574 -2.908 -3.072
H -1.702 5.129 0.185
O -0.241 3.080 1.258
H 4.858 2.276 -0.497
H 4.295 -3.290 -2.858
H 5.773 -2.742 3.102
O -4.193 3.368 -4.034
C 2.894 1.310 0.008
C 0.971 1.375 4.759
C -0.595 3.281 -0.102
H -2.539 3.823 0.788
H -1.968 -0.539 2.625
O 1.899 3.033 2.342
C 3.263 -0.855 -0.266
O -2.688 -0.613 1.998
C -3.259 1.734 2.265
O -5.309 -1.644 -0.360
C -1.912 -0.171 -4.643
C 0.187 -0.242 -0.258
H -0.033 1.191 1.308
C 4.878 -3.486 -1.959
C 1.186 3.156 1.319
C -3.188 2.540 -3.566
C 5.176 -1.011 -1.550
C 5.255 -3.077 2.203
H 0.083 -2.230 -4.204
O 1.752 -2.033 2.114
H 0.250 -1.601 1.529
C -3.524 1.447 0.772
C 0.636 4.065 -0.799
H -0.112 -2.251 -2.240
H -0.730 2.289 -0.533
H 1.139 1.563 0.046
*
```

The following is a quantum chemistry calculation of a structure of composition C52H66BrN10OSSbTi at a distorted geometry, from OMol25.

Summary:
HOMO-LUMO gap = 5.652 eV
E_tot = -6705.40182 Eh

```
! wB97M-V def2-TZVPD RIJCOSX def2/J DEFGRID3
* xyz 2 1
C 4.260 0.078 0.272
H 4.800 5.306 -0.599
H -1.352 3.420 0.834
H -5.258 1.769 3.342
C 0.963 -0.494 3.891
C 3.370 4.359 0.714
H 2.633 5.500 -1.923
H 0.752 -3.239 4.322
H 1.160 5.965 -1.060
C 3.307 -2.605 -3.712
H 2.991 3.356 -2.540
C 3.607 3.054 0.302
H 3.406 -2.489 -2.630
H -1.171 1.173 -5.675
N 0.944 1.161 2.067
H 2.525 2.108 6.256
N 1.105 4.113 -2.048
C -0.977 -0.686 -4.605
H 5.166 0.625 0.469
C 1.815 1.693 4.293
H 0.491 -3.826 -1.049
H -2.659 3.506 -0.365
C 1.673 2.260 1.535
H 2.165 0.624 8.158
H 2.899 -0.884 7.625
H 4.308 -2.496 -4.143
H 1.998 5.627 1.772
C -3.143 2.026 3.452
H -0.163 1.303 -4.231
C 4.044 -1.247 -0.022
H -5.968 -1.075 -0.535
C 2.075 1.367 5.608
C -5.578 5.012 -0.079
H -3.162 2.599 4.368
H 2.976 -3.621 -3.919
H -0.510 -4.567 2.324
H -6.240 1.844 -1.028
C 2.998 -0.177 -4.082
H 0.420 -5.381 -1.880
C -1.563 -3.779 -2.808
C -1.835 4.055 0.097
H 2.076 2.682 3.950
Br -4.878 6.631 -0.769
H 1.645 2.248 -2.858
C -5.115 -0.607 -0.061
C -0.074 -3.706 -3.154
C -0.530 -2.541 1.424
H -0.162 -5.520 -4.312
C 0.196 -4.491 -4.433
C -1.324 -1.549 -5.814
H 0.518 3.796 2.477
H -2.234 4.940 0.591
N -7.223 1.501 1.502
H 5.136 5.491 1.114
C -2.949 0.546 1.189
S -0.250 1.928 -1.292
H 3.119 0.025 -3.012
H -2.399 5.603 -1.754
N 0.474 -1.554 3.062
H -3.670 -1.524 -1.396
N -1.804 1.029 1.747
C 1.750 0.113 6.112
C 1.234 0.790 3.393
H -7.007 3.768 2.715
H -2.731 -1.327 -3.472
H -6.016 5.872 1.838
C -2.746 -0.286 0.069
C 0.371 -2.857 3.394
H 1.173 -0.822 7.963
H 3.847 6.435 0.380
C 2.377 -1.555 -4.322
C -5.651 3.897 -0.898
H -1.834 -4.813 -2.569
C -5.332 0.234 0.997
H 1.799 -2.780 -6.033
C -0.266 -3.521 2.369
C -3.817 -0.869 -0.549
N -0.061 -1.356 1.840
N -6.670 0.399 1.492
N -0.863 4.497 -0.899
H -0.985 2.094 3.292
C -6.586 3.805 1.718
C 4.334 5.460 0.375
H -0.451 -1.804 -6.412
H 4.456 2.830 -0.333
H 3.258 -1.821 -6.268
C -4.301 1.570 2.879
H 1.259 -4.546 -4.665
C 2.007 -0.260 7.544
C -1.314 5.655 -1.686
H 1.241 6.085 -2.834
H -1.807 -3.162 -1.935
Sb 0.475 -1.571 -3.195
N 2.066 -0.193 0.057
C 2.221 4.611 1.467
C 1.381 3.585 1.857
H -1.013 -2.613 0.465
O -1.456 -0.445 -0.262
H 2.395 0.622 -4.517
H 4.785 -2.018 -0.137
C -4.231 0.805 1.695
C 1.961 3.283 -2.890
H -0.906 5.614 -2.691
H 0.922 -1.769 5.616
C 2.258 -1.815 -5.820
H 0.470 0.541 -5.702
H -1.820 -2.475 -5.525
H 1.788 -4.306 -2.157
C -0.414 0.656 -5.075
H -2.018 -1.000 -6.460
C 1.192 -0.796 5.230
H 2.066 -2.237 -0.373
C -6.044 4.981 1.226
H 3.989 -0.132 -4.547
H 1.680 -1.046 -6.332
C 2.659 -1.368 -0.138
N 3.058 0.690 0.318
C -1.908 1.739 2.852
Ti 0.008 0.313 0.596
H -5.333 3.954 -1.930
H -2.195 -3.462 -3.637
C 2.772 2.023 0.708
C -6.160 2.712 -0.389
C 0.056 3.645 -1.376
C -6.605 2.663 0.928
H 1.913 3.647 -3.917
H -0.315 -4.067 -5.296
H -2.052 0.216 -2.927
C 0.710 -4.331 -1.996
C -2.251 -0.406 -3.804
C 1.546 5.504 -1.963
H -1.047 6.601 -1.214
H -2.968 0.126 -4.440
*
```

The following is a quantum chemistry calculation of a cluster of 9 separate species, C50H55N6O8 in total at a distorted geometry, from OMol25.

Summary:
HOMO-LUMO gap = 8.223 eV
E_tot = -2867.92435 Eh

```
! wB97M-V def2-TZVPD RIJCOSX def2/J DEFGRID3
* xyz 1 1
N -28.676 11.889 10.286
C -28.102 6.571 8.917
H -28.571 18.164 11.220
H -21.141 13.480 7.978
C -27.637 19.286 7.957
H -27.856 11.915 7.077
O -35.171 11.119 10.064
H -27.815 10.391 11.676
H -30.413 8.679 7.814
H -30.977 6.890 11.979
C -32.811 13.944 10.906
O -21.700 13.270 10.659
O -27.952 20.337 7.157
H -23.287 6.202 10.285
C -30.247 4.519 14.266
H -29.166 19.893 9.401
C -29.330 4.440 9.200
H -25.515 11.806 2.878
H -24.181 11.165 6.693
C -23.820 7.114 10.329
C -26.589 18.318 7.756
C -28.248 12.263 8.063
H -28.666 14.686 7.120
C -25.690 8.674 10.730
H -23.530 10.878 13.103
H -25.980 18.335 6.812
C -25.018 7.384 10.964
C -24.437 11.170 13.397
C -32.952 14.726 9.642
H -35.446 10.729 10.896
C -31.019 7.167 14.106
H -27.145 16.088 11.412
C -27.001 17.230 9.859
H -31.587 4.518 8.625
H -27.398 10.601 3.342
C -28.232 5.236 9.421
C -25.653 11.392 3.772
O -32.496 15.997 9.588
H -29.940 3.565 14.503
H -33.371 12.248 11.965
C -25.927 12.915 14.393
H -26.221 13.923 14.767
C -30.375 5.071 12.936
C -24.850 10.925 6.041
H -23.915 13.205 13.604
N -26.666 10.556 14.384
H -27.829 10.364 9.326
N -30.371 5.158 15.345
O -26.658 16.193 10.746
H -27.783 9.757 5.969
N -28.758 13.389 8.696
C -28.991 13.169 10.052
H -23.579 11.943 4.735
C -33.610 14.236 8.579
H -31.371 8.208 14.217
C -24.922 13.510 9.074
C -26.808 11.874 14.654
H -28.338 2.914 9.448
H -29.544 13.719 10.702
C -34.416 12.259 10.008
H -30.273 9.471 12.358
C -25.433 10.249 13.798
C -29.154 14.697 8.122
C -26.859 10.704 4.136
C -24.065 9.264 9.148
C -23.370 8.028 9.340
C -23.881 13.235 9.917
H -30.139 14.429 7.671
H -28.605 11.793 12.439
C -24.631 13.964 7.714
C -28.115 11.381 9.197
C -26.907 10.158 5.443
C -26.339 17.324 8.639
N -25.179 9.610 9.838
H -35.160 12.709 7.850
N -25.936 10.231 6.395
C -24.693 12.559 13.786
H -24.240 13.084 11.010
H -30.173 4.413 11.963
H -25.545 6.758 11.626
C -34.529 12.929 8.716
H -27.233 7.155 9.121
C -23.271 13.987 7.305
H -25.372 16.885 8.556
C -33.523 12.669 10.988
C -30.840 6.430 15.266
H -28.972 15.377 8.706
C -28.341 19.249 9.137
H -26.585 8.843 11.277
H -25.387 14.875 6.239
H -22.877 7.771 8.552
H -27.444 21.018 7.480
C -22.582 13.344 9.601
C -28.805 11.120 11.587
H -30.211 9.876 10.730
H -20.921 13.008 10.778
H -31.820 16.346 10.102
H -31.361 6.689 7.741
H -25.957 13.455 9.402
C -30.100 10.342 11.591
C -30.512 6.394 8.234
H -31.064 10.881 11.738
C -29.313 7.160 8.462
C -22.181 13.651 8.301
C -28.002 18.112 10.233
C -30.789 6.438 12.941
H -23.100 14.071 6.265
C -24.581 11.440 4.745
H -23.697 9.941 8.475
O -29.238 3.093 9.559
H -33.845 14.807 7.546
H -32.320 14.437 11.670
H -27.882 12.079 15.261
H -25.101 9.112 13.563
H -31.132 7.093 16.123
H -27.228 4.659 9.806
O -29.374 8.470 8.079
C -30.429 4.924 8.701
O -25.657 14.285 6.895
*
```